1.
ORCA calculation (ωB97M-V/def2-TZVPD) on a structure of composition C43H49BrLiN3O2S3 at a distorted geometry.

Properties
* E_HOMO: -0.51 eV
* total charge: -2
* energy relative to the best compared isomer or geometry (same formula, charge and spin): 0.0 kJ/mol
* orbital gap: 4.193 eV

Last column: Mulliken charge in e.
CARTESIAN COORDINATES (ANGSTROEM)
Li 9.1857 14.4725 13.0745  1.050
C 9.1617 8.4416 17.1196  -1.647
C 8.5431 9.6427 17.8926  1.924
C 7.2880 9.2610 18.7164  -1.549
C 9.5478 9.9120 19.0379  -2.254
C 8.3172 10.8174 16.9677  0.072
C 9.1698 11.8589 16.8958  -0.364
C 9.0252 12.8916 15.9865  -0.219
Br 10.2236 14.3799 15.9820  -0.156
C 8.0146 12.8896 15.0088  1.127
O 7.8721 13.8108 14.1184  -1.285
C 7.1126 11.7835 15.1496  -0.902
C 7.2825 10.7640 16.0844  0.002
C 5.9504 11.7861 14.1552  2.339
C 6.5143 11.7113 12.7406  -1.703
C 5.0566 13.0248 14.2847  -1.568
C 5.0269 10.5373 14.3448  -2.189
H 9.4734 7.5672 17.7396  0.399
H 10.0537 8.7710 16.6454  0.443
H 8.5852 8.0690 16.2082  0.259
H 7.4231 8.2776 19.1918  0.431
H 6.4825 9.1174 17.9429  0.327
H 6.9774 9.9877 19.4912  0.342
H 9.6499 8.9475 19.6078  0.476
H 9.1490 10.6605 19.6514  0.500
H 10.5679 10.0996 18.6518  0.383
H 10.0393 12.0244 17.5567  0.234
H 6.5719 9.9306 16.0818  0.475
H 7.2302 12.4921 12.6028  0.373
H 5.7079 11.8025 11.9255  0.386
H 7.0101 10.7541 12.5325  0.195
H 5.4430 13.7386 13.5669  0.313
H 5.1448 13.4939 15.3499  0.231
H 4.0086 12.7874 14.0933  0.415
H 5.4419 9.6102 14.0140  0.347
H 4.1396 10.6746 13.7511  0.528
H 4.8177 10.3746 15.4076  0.449
S 9.9146 22.1054 8.3278  -0.427
C 10.3575 20.9458 9.4204  0.151
N 10.7938 19.7194 9.1093  -0.016
C 11.2692 18.8993 10.2444  0.406
C 10.4638 19.3812 11.4803  -0.535
S 10.2917 21.1896 11.1015  -0.207
H 11.0385 19.4776 8.1559  0.132
H 12.3420 19.0401 10.4948  -0.038
H 11.0055 17.8475 10.1458  -0.135
H 10.9661 19.2598 12.4633  0.328
H 9.4969 18.9679 11.5898  0.404
C 13.9677 12.8709 7.3240  -0.970
C 12.9558 11.9096 7.9078  -0.441
C 12.4479 12.1519 9.3021  -0.260
N 13.2556 12.9647 10.1555  1.240
C 14.2915 12.5628 10.8727  -0.338
S 15.4503 13.5280 11.5953  -0.372
N 14.5435 11.1524 10.9819  0.057
C 13.7972 10.0889 11.4201  0.228
O 14.3428 8.9960 11.4832  -0.711
C 12.4998 10.3752 12.0434  0.209
C 12.2558 11.5976 12.7092  -0.841
C 10.9539 11.8201 13.1931  0.442
C 9.9951 10.8226 13.2663  0.474
C 10.2239 9.6239 12.5640  -1.335
C 11.4606 9.4278 11.9875  -0.756
H 14.1157 12.7868 6.3020  0.507
H 14.9581 12.7959 7.8231  0.213
H 13.6634 13.9363 7.4594  -0.002
H 13.4672 10.8821 7.8329  0.236
H 12.1336 11.8536 7.1641  0.361
H 12.3330 11.1291 9.7049  0.069
H 11.4629 12.6982 9.2903  0.281
H 13.1476 13.9291 10.1920  -0.746
H 15.4985 10.9014 11.0476  0.283
H 12.9890 12.3516 12.8017  0.527
H 10.8426 12.8247 13.6800  0.110
H 9.0886 10.9766 13.6582  0.644
H 9.4875 8.7943 12.4398  0.335
H 11.7037 8.4788 11.5835  0.442
C 10.4324 15.0017 11.5853  -1.323
C 11.4383 15.3992 10.9863  -1.244
C 12.4843 15.9285 10.1874  1.466
C 13.6213 16.5012 10.8467  1.275
C 13.4536 16.9247 12.1691  -0.910
C 14.5127 17.5314 12.7923  -0.466
C 15.7216 17.8706 12.1301  -0.677
C 15.8383 17.5289 10.8299  -0.809
C 14.7544 16.8910 10.1551  -0.970
C 12.2114 16.0454 8.7599  1.162
C 12.7577 17.0981 7.9061  -0.945
C 12.1380 17.4095 6.7044  -0.418
C 11.1580 16.5922 6.0776  -0.912
C 10.5893 15.5783 6.9005  -0.772
C 11.0171 15.4201 8.2337  -0.265
H 12.5717 16.7317 12.7568  0.481
H 14.3492 17.9042 13.8044  0.318
H 16.4556 18.4689 12.6966  0.301
H 16.6964 17.8703 10.2399  0.314
H 14.9596 16.4908 9.2047  0.537
H 13.5068 17.8215 8.3356  0.339
H 12.3869 18.3538 6.2193  0.449
H 10.7219 16.7638 5.1042  0.341
H 9.7991 14.9838 6.5187  0.447
H 10.4865 14.7545 8.9635  0.148

Forces on the atoms, in the same order (eV/Å):
Li 0.0715 0.2351 -0.2899
C -1.2133 -0.8890 -0.9461
C 0.8862 -0.8773 1.8117
C -1.1273 -0.7826 -1.8366
C 1.2539 -2.0446 -1.3416
C 0.2272 -1.8641 1.2072
C 2.2958 2.3268 0.6335
C -0.2612 -0.0808 -0.3601
Br -0.0278 -0.2094 0.0993
C -0.2123 0.1168 0.5740
O 0.1512 -0.2005 0.2765
C -0.7077 -0.0305 -0.6611
C -1.2447 0.7602 -1.6207
C -0.7162 -1.6870 0.0186
C -1.1228 -0.6412 -1.5414
C 0.6302 0.9408 1.8464
C 0.5439 0.7395 0.6484
H -0.6000 0.6092 -0.1556
H 1.0375 0.5853 -0.2709
H 0.1305 0.4030 1.3789
H 0.0909 0.2819 -0.0268
H 0.2027 0.1679 1.1532
H 0.2538 -0.1510 -0.6397
H -0.2175 0.9295 -0.2491
H -0.0739 1.2966 1.0536
H -0.4719 0.3996 0.3187
H -0.6219 -0.6322 -0.1234
H 0.4541 0.3475 0.0762
H 0.2994 0.4605 -0.3092
H 0.8870 0.0142 1.2191
H -0.0661 0.0565 0.2375
H -0.2867 0.4707 0.1115
H -0.2312 -0.7674 -1.8548
H 0.0637 0.0844 -0.0768
H 0.7809 -0.6141 -0.3696
H -0.5739 0.1272 0.0128
H -0.5816 0.2836 -0.1901
S 0.0011 0.3934 -0.2976
C 0.1493 -0.6398 -1.2808
N 0.3995 -0.2795 1.0398
C -0.6235 -0.0540 1.2443
C 1.4406 1.3559 -0.0923
S -0.2709 -0.1484 1.5137
H -0.1643 -0.0125 0.1639
H -0.4583 -0.1703 -0.6388
H 0.4356 -0.0028 -0.4779
H 0.0624 0.0217 -0.8727
H -1.0374 -0.5368 -0.2706
C 0.4525 2.0142 2.5906
C 1.1435 -1.5635 -2.2266
C -1.8777 -0.1387 0.1798
N 1.7586 -2.6031 0.8148
C 1.0736 -0.9175 0.0875
S -0.3833 0.0723 -0.1687
N -1.0688 0.5415 -0.6680
C 0.7231 0.0092 1.0595
O -0.3653 -0.2630 -0.3876
C -1.5269 0.8020 0.5958
C -1.6881 -1.7546 -0.9608
C 1.1799 1.1027 1.5476
C 2.8050 -0.9017 -2.8131
C 0.0395 -0.2295 0.2221
C 0.7418 0.3987 0.3502
H 0.1977 -0.6460 -2.0615
H -0.5224 -0.0584 -0.2105
H 0.0098 -0.6249 0.0917
H -0.8137 1.1544 0.3351
H 0.0467 -0.0110 0.7260
H -0.4211 0.8725 0.2897
H 0.7888 -0.8472 -0.0433
H -0.7819 2.6074 -0.2469
H 1.0381 0.2254 -0.0846
H 0.5951 0.6869 0.0951
H -0.2983 -1.2098 -0.4600
H -3.1725 0.7537 1.6651
H 0.4354 0.9767 0.4709
H 0.1135 -0.7327 -0.6966
C 0.1926 -0.0402 0.3009
C -0.6953 -0.1135 0.1550
C 0.1818 -0.7914 -1.3038
C -1.6434 0.6604 -0.9927
C 1.4028 0.0405 0.9799
C 0.2818 0.9269 0.3619
C -0.5816 0.5264 2.1796
C -0.6979 -0.1109 -2.1682
C 2.1987 0.3067 1.8173
C -0.9866 1.1797 -0.0216
C -0.3699 0.1040 0.8824
C -0.1562 -0.3351 -0.8951
C -0.1497 -0.5976 1.8600
C 1.6752 1.3574 0.8310
C 0.4069 -0.7698 -0.1196
H -0.3220 -0.2015 -0.2884
H 0.2171 -0.1974 -0.0132
H -0.2015 -0.4637 -0.5215
H -0.1251 -0.3853 0.2044
H -0.0356 -0.1973 -1.2089
H -0.8349 -0.9500 -0.5878
H 0.3504 -0.2029 -0.1042
H 0.2232 0.3074 -0.0781
H -0.7622 -0.4859 -0.2040
H 0.3722 0.6252 -1.0034



2.
ORCA calculation (ωB97M-V/def2-TZVPD) on a structure of composition C28H24BF4N3PtSb at a distorted geometry.

Properties
* E_HOMO (spin up / spin down): -10.88 / -11.51 eV
* total charge: +1
* energy relative to the best compared isomer or geometry (same formula, charge and spin): 86.9 kJ/mol
* multiplicity: 3
* orbital gap (spin up / spin down): 8.175 / 6.446 eV

Last column: Löwdin spin population.
CARTESIAN COORDINATES (ANGSTROEM)
Pt -1.1039 -0.3012 -0.7003  1.062
N -4.0706 -0.7828 0.6463  -0.001
C -3.7819 0.5601 0.6474  0.007
C -4.6431 1.4188 1.3515  0.005
C -4.4238 2.7768 1.3098  -0.002
C -3.3298 3.2599 0.5928  0.003
C -2.5037 2.3548 -0.0364  0.008
N -2.7214 1.0371 -0.0134  0.096
C -3.7420 -1.7599 -0.2773  0.007
C -4.3768 -3.0045 -0.2051  0.003
C -4.0923 -3.9548 -1.1664  0.000
C -3.2081 -3.6456 -2.1938  0.004
C -2.6143 -2.4004 -2.1889  0.012
N -2.8583 -1.4899 -1.2430  0.085
H -4.8368 -1.0313 1.2568  0.000
H -5.4914 0.9996 1.8724  0.001
H -5.0941 3.4626 1.8059  0.000
H -3.1392 4.3172 0.5172  0.000
H -1.6404 2.6879 -0.5998  0.002
H -5.0655 -3.2090 0.5986  0.001
H -4.5514 -4.9279 -1.1208  0.000
H -2.9642 -4.3543 -2.9675  0.000
H -1.9257 -2.1004 -2.9652  0.003
F 0.0485 -0.9545 -2.9975  0.061
B 0.6894 -2.1963 -2.7288  0.017
F 2.0462 -1.9204 -2.5983  0.024
F 0.3685 -3.1154 -3.6391  0.002
F 0.2147 -2.5468 -1.4234  0.054
C 3.6849 4.2517 -1.4907  0.000
C 2.6537 3.8271 -2.3114  0.000
C 2.0211 2.6196 -2.0585  0.004
C 2.4317 1.8487 -0.9818  0.050
C 3.4696 2.2621 -0.1640  0.010
C 4.0889 3.4737 -0.4172  0.003
Sb 1.5165 -0.0608 -0.6034  0.223
C 3.2117 -1.1561 0.0937  0.047
C 3.1657 -1.9285 1.2423  0.010
C 4.3103 -2.6002 1.6418  0.001
C 5.4796 -2.4918 0.9069  0.006
C 5.5080 -1.7215 -0.2446  0.001
C 4.3670 -1.0651 -0.6677  0.010
C 0.3674 0.3033 1.2457  0.049
C 0.2421 1.5949 1.7473  0.034
C -0.6145 1.8440 2.8053  0.005
C -1.3996 0.8204 3.3190  0.039
C -1.3019 -0.4683 2.8142  -0.005
C -0.4159 -0.7387 1.7797  0.049
H 4.1897 5.1841 -1.6937  0.000
H 2.3551 4.4324 -3.1547  0.000
H 1.2227 2.2845 -2.7113  0.001
H 3.7899 1.6489 0.6668  0.001
H 4.8986 3.8012 0.2160  0.000
H 2.2525 -2.0082 1.8212  0.001
H 4.2831 -3.2201 2.5235  0.000
H 6.3682 -3.0114 1.2261  0.000
H 6.4161 -1.6393 -0.8197  0.000
H 4.3671 -0.5013 -1.5918  0.000
H 0.8424 2.3914 1.3297  0.001
H -0.6800 2.8392 3.2183  0.000
H -2.0925 1.0314 4.1171  0.002
H -1.9156 -1.2616 3.2170  -0.001
H -0.2719 -1.7652 1.4451  0.002

Forces on the atoms, in the same order (eV/Å):
Pt -0.3858 -0.0699 -0.2198
N -0.0568 -0.2776 0.3750
C -0.0438 0.6207 -0.0664
C 0.1103 -0.0115 -0.1917
C 0.2374 -0.1982 -0.1176
C -0.0003 -0.1153 -0.0804
C -0.1848 0.6673 0.0628
N 0.3374 -0.5304 0.1274
C -0.1153 -0.3603 -0.3912
C 0.1702 0.1583 -0.1055
C 0.1641 0.2803 0.0497
C 0.0312 0.2490 0.0257
C -0.2050 -0.6101 -0.4579
N 0.1520 0.2662 0.5571
H 0.1424 -0.0221 -0.1150
H -0.0675 0.0074 0.0468
H -0.0556 -0.0186 0.0762
H 0.0904 0.0867 -0.0097
H -0.0195 -0.0668 0.0524
H -0.1228 -0.0250 0.0846
H -0.1157 -0.1302 0.0361
H 0.0139 -0.0302 -0.0770
H 0.0690 -0.0632 0.0369
F -0.5150 0.5413 -0.5102
B 0.1434 0.4785 0.5905
F 0.5248 0.0394 -0.1305
F -0.1914 -0.8016 -0.7050
F -0.2316 -0.3395 0.4847
C 0.0549 0.0050 0.0099
C -0.0098 0.0672 -0.0491
C -0.1805 0.0292 -0.1501
C -0.4977 -0.7828 -0.0386
C 0.0461 0.0090 0.1686
C 0.0898 0.0254 0.0514
Sb 0.5870 0.8291 1.2179
C -0.5382 0.0630 -0.2682
C -0.1749 0.0700 0.0177
C -0.0132 -0.0762 0.0638
C -0.0833 0.0630 -0.0064
C 0.0684 -0.0034 -0.0113
C -0.1457 0.0930 -0.1345
C 0.5487 -0.4432 -0.8672
C -0.1951 0.3341 0.3365
C 0.2298 0.1510 -0.3292
C -0.1594 -0.4090 -0.0583
C -0.1859 0.2224 0.2486
C 0.2623 -0.2189 -0.1029
H 0.0114 0.0879 -0.0204
H -0.0543 0.0062 -0.0554
H 0.0155 -0.0266 0.0099
H 0.0947 -0.0374 0.0599
H 0.0812 0.0526 0.0725
H 0.0757 -0.0171 0.0207
H 0.0062 -0.0456 0.1417
H 0.1036 -0.0798 0.0518
H 0.1052 -0.0115 -0.0936
H 0.0999 0.0369 -0.0072
H 0.0074 0.1170 -0.0276
H -0.0151 0.0859 0.0682
H -0.0779 0.0069 0.1615
H 0.0027 -0.0428 0.0702
H -0.0354 0.1146 0.0213



3.
ORCA calculation (ωB97M-V/def2-TZVPD) on a cluster of 2 separate species, C5H14 in total at a distorted geometry.

Properties
* E_HOMO (spin up / spin down): -16.60 / -15.40 eV
* total charge: +1
* energy relative to the best compared isomer or geometry (same formula, charge and spin): 50.2 kJ/mol
* multiplicity: 2
* orbital gap (spin up / spin down): 13.941 / 4.364 eV

Last column: Löwdin spin population.
CARTESIAN COORDINATES (ANGSTROEM)
C -0.9236 -1.7097 0.2450  0.106
C -1.5383 -0.7215 1.1797  0.161
C -0.9735 -1.0760 -1.1623  0.095
H 0.1172 -1.8702 0.5225  0.010
H -1.5173 -2.6354 0.2448  0.050
H -2.4969 -0.3296 0.8406  0.005
H -0.3070 -0.1975 -1.1664  0.026
H -0.5521 -1.7518 -1.9152  0.005
H -1.9376 -0.7587 -1.5521  0.007
H -1.7090 -1.1973 2.1780  0.056
H -0.9230 0.1762 1.4548  0.052
C 1.7837 1.9710 -0.7905  0.089
C 1.5590 1.3263 0.5390  0.162
H 2.5855 2.7355 -0.7181  0.042
H 2.0391 1.2465 -1.5567  0.002
H 0.9721 2.6457 -1.0996  0.029
H 1.5978 2.0785 1.3228  0.006
H 2.2356 0.4870 0.6987  0.023
H 0.5254 0.8102 0.5693  0.075

Forces on the atoms, in the same order (eV/Å):
C -0.1330 2.1479 -0.1187
C -0.6502 -0.6393 0.2664
C 0.5402 -0.7780 -1.0747
H -0.0934 -0.7203 0.2659
H 0.1855 -0.3543 -0.2823
H 0.0985 0.0177 -0.2297
H -0.1219 0.1705 0.4333
H -0.1875 -0.1614 0.2255
H -0.1742 0.0685 0.2851
H 0.5215 0.3303 0.0125
H 0.3118 0.0108 0.1920
C -0.0055 -0.0164 0.1249
C 0.3871 0.8086 -0.6238
H 0.1189 -0.2788 0.1675
H -0.1394 0.1518 -0.2303
H -0.1950 -0.2083 -0.1121
H -0.2995 -0.3190 0.3484
H -0.0501 -0.2342 0.2691
H -0.1139 0.0039 0.0810